Record 1
Formula: C4F16K4N2O20S8
Source: OMol25
Level of theory: ωB97M-V/def2-TZVPD

Positions of all 54 atoms, in Å:
K -2.818 20.261 -28.199
K -6.423 25.053 -23.453
K -8.477 21.062 -24.886
K -3.035 19.651 -21.066
N -7.223 22.115 -19.588
S -7.252 21.008 -20.880
O -6.373 19.892 -20.970
O -7.788 21.551 -22.110
F -8.530 20.315 -20.200
S -5.926 22.753 -20.119
O -6.152 23.769 -21.123
O -4.737 21.943 -20.062
F -5.584 23.712 -18.868
N -3.001 26.812 -27.382
S -4.072 28.110 -27.195
O -5.181 28.019 -26.266
O -4.132 28.946 -28.362
F -2.979 28.901 -26.316
S -4.116 25.772 -27.574
O -4.813 25.878 -28.830
O -4.782 25.239 -26.421
F -3.056 24.569 -27.879
C 0.205 17.435 -22.738
F -0.502 17.484 -21.576
F 1.412 17.954 -22.549
F 0.360 16.134 -23.016
S -0.791 18.381 -24.078
O -2.119 18.592 -23.471
O -0.075 19.627 -24.299
O -0.757 17.469 -25.215
C -6.874 22.079 -28.426
F -8.181 22.333 -28.711
F -6.444 23.129 -27.744
F -6.796 20.998 -27.661
S -5.808 21.815 -30.033
O -4.452 21.485 -29.566
O -6.394 20.694 -30.768
O -5.803 23.050 -30.789
C -3.598 21.665 -25.412
F -4.050 21.963 -26.623
F -2.856 20.576 -25.503
F -2.792 22.616 -24.915
S -4.984 21.453 -24.188
O -4.371 21.191 -22.886
O -5.751 22.693 -24.125
O -5.792 20.336 -24.688
C -7.552 17.810 -27.319
F -8.217 16.671 -27.102
F -8.255 18.452 -28.270
F -7.620 18.599 -26.225
S -5.746 17.451 -27.895
O -5.238 16.483 -26.913
O -5.923 16.927 -29.237
O -5.043 18.723 -27.810

E_LUMO: 2.31 eV
E_tot: -243547.793 eV
Total charge: -2
Orbital gap: 0.244 hartree
Relative energy (zero: lowest compared OMol25 entry of this formula, charge and spin): 0.0 kcal per mole

Which charges does Mulliken predict for the atoms? In e, they are:
1. K 0.96
2. K 1.03
3. K 1.03
4. K 0.92
5. N -0.44
6. S 1.07
7. O -0.49
8. O -0.50
9. F -0.31
10. S 0.96
11. O -0.50
12. O -0.47
13. F -0.34
14. N -0.35
15. S 1.07
16. O -0.56
17. O -0.60
18. F -0.30
19. S 1.03
20. O -0.59
21. O -0.33
22. F -0.32
23. C 0.43
24. F -0.24
25. F -0.23
26. F -0.23
27. S 1.23
28. O -0.63
29. O -0.70
30. O -0.67
31. C 0.44
32. F -0.27
33. F -0.13
34. F -0.18
35. S 1.00
36. O -0.64
37. O -0.67
38. O -0.63
39. C 0.45
40. F -0.10
41. F -0.17
42. F -0.20
43. S 0.53
44. O -0.45
45. O -0.33
46. O -0.59
47. C 0.46
48. F -0.25
49. F -0.24
50. F -0.18
51. S 1.05
52. O -0.69
53. O -0.66
54. O -0.49

***

Record 2
Formula: C4F4N4
Source: OMol25
Level of theory: ωB97M-V/def2-TZVPD

Positions of all 12 atoms, in Å:
F 1.345 0.360 -2.619
N 1.268 -0.902 -2.149
C 1.016 -0.972 -0.923
C 0.912 -1.796 0.076
N 0.451 -2.160 1.144
N 0.038 -1.260 2.142
C -0.424 -0.201 1.693
C -0.439 0.686 0.695
F 0.772 1.372 0.573
N -1.630 1.149 0.158
F -1.715 2.527 0.404
F -1.594 1.196 -1.192

E_LUMO: -2.08 eV
E_tot: -20965.463 eV
Orbital gap: 0.312 hartree
Structure (SMILES): FN=C=C=NN=C=C(F)N(F)F
Relative energy (zero: lowest compared OMol25 entry of this formula, charge and spin): 68.8 kcal per mole

Which charges does Mulliken predict for the atoms? In e, they are:
1. F -0.10
2. N -0.35
3. C 0.43
4. C 0.42
5. N -0.32
6. N -0.41
7. C 0.58
8. C 0.18
9. F -0.20
10. N 0.06
11. F -0.17
12. F -0.13

***

Record 3
Formula: C4H10
Source: OMol25
Level of theory: ωB97M-V/def2-TZVPD

Positions of all 14 atoms, in Å:
C -0.998 -1.005 -0.146
C -0.005 -0.009 0.442
C -0.413 1.363 -0.078
C 1.429 -0.363 0.046
H -1.056 -0.804 -1.225
H -0.696 -2.044 0.004
H -2.004 -0.865 0.265
H -0.075 0.007 1.540
H 0.323 2.129 0.177
H -1.386 1.655 0.333
H -0.520 1.304 -1.170
H 1.708 -1.362 0.402
H 2.148 0.354 0.458
H 1.546 -0.359 -1.046

E_LUMO: 1.25 eV
E_tot: -4310.302 eV
Orbital gap: 0.464 hartree
Structure (SMILES): CC(C)C
Relative energy (zero: lowest compared OMol25 entry of this formula, charge and spin): 1.4 kcal per mole

Which charges does Mulliken predict for the atoms? In e, they are:
1. C -1.34
2. C 0.76
3. C -1.35
4. C -1.36
5. H 0.32
6. H 0.37
7. H 0.34
8. H 0.20
9. H 0.37
10. H 0.35
11. H 0.32
12. H 0.36
13. H 0.36
14. H 0.30

***

Record 4
Formula: C4H10
Source: OMol25
Level of theory: ωB97M-V/def2-TZVPD

Positions of all 14 atoms, in Å:
C 0.928 1.656 0.501
C 0.106 0.341 0.638
C -0.041 -0.436 -0.678
C -0.876 -1.697 -0.449
H 1.746 1.498 -0.188
H 1.122 2.104 1.466
H 0.368 2.404 -0.099
H -0.919 0.512 0.993
H 0.715 -0.163 1.401
H -0.707 0.295 -1.178
H 0.891 -0.614 -1.212
H -0.710 -2.328 -1.323
H -1.913 -1.333 -0.346
H -0.708 -2.239 0.473

E_LUMO: 1.30 eV
E_tot: -4309.695 eV
Orbital gap: 0.453 hartree
Structure (SMILES): CCCC
Relative energy (zero: lowest compared OMol25 entry of this formula, charge and spin): 15.4 kcal per mole

Which charges does Mulliken predict for the atoms? In e, they are:
1. C -1.22
2. C -0.35
3. C -0.43
4. C -1.09
5. H 0.32
6. H 0.34
7. H 0.31
8. H 0.28
9. H 0.32
10. H 0.20
11. H 0.41
12. H 0.31
13. H 0.29
14. H 0.30

***

Record 5
Formula: C4H10B2
Source: OMol25
Level of theory: ωB97M-V/def2-TZVPD

Positions of all 16 atoms, in Å:
B -1.110 -1.743 1.514
B 0.450 2.702 -1.077
C -0.637 -0.380 0.842
C 0.418 0.350 1.174
C -1.590 -2.992 0.582
C 1.934 2.714 -1.439
H -0.715 -2.055 2.500
H -0.481 2.917 -1.725
H -1.282 0.127 0.047
H 1.474 0.311 1.266
H -2.627 -2.895 0.240
H -1.560 -3.864 1.235
H -0.963 -3.221 -0.356
H 2.132 3.707 -1.692
H 1.965 2.084 -2.398
H 2.591 2.239 -0.713

E_LUMO (spin up / spin down): -0.41 / -0.41 eV
E_tot: -5654.933 eV
Orbital gap (spin up / spin down): 0.215 / 0.215 hartree
Relative energy (zero: lowest compared OMol25 entry of this formula, charge and spin): 127.9 kcal per mole

Which charges does Mulliken predict for the atoms? In e, they are:
1. B 0.17
2. B -0.01
3. C -0.08
4. C -0.51
5. C -0.91
6. C -0.63
7. H -0.09
8. H -0.03
9. H 0.20
10. H 0.27
11. H 0.30
12. H 0.26
13. H 0.28
14. H 0.28
15. H 0.25
16. H 0.25

***

Record 6
Formula: C4H10BiNOS2Se7Te
Source: OMol25
Level of theory: ωB97M-V/def2-TZVPD

Positions of all 27 atoms, in Å:
Bi 8.201 7.952 8.087
Se 10.776 8.540 8.496
Se 10.604 10.805 8.257
Te 9.627 11.170 5.915
Se 7.358 11.909 6.565
Se 7.964 7.350 10.644
Se 6.207 5.654 10.710
Se 4.331 6.742 10.164
Se 4.452 6.792 7.779
C 8.457 5.831 7.305
H 8.496 5.107 8.086
H 9.350 5.660 6.640
H 7.577 5.652 6.765
O 5.021 9.746 5.447
H 5.506 10.624 5.497
H 5.195 9.349 6.312
S 7.905 6.639 3.689
C 6.315 6.417 3.945
N 5.439 7.302 4.325
C 4.079 6.848 4.543
C 4.117 5.364 4.803
S 5.456 4.823 3.728
H 5.657 8.260 4.520
H 3.497 7.067 3.647
H 3.688 7.386 5.420
H 3.229 4.822 4.445
H 4.424 5.115 5.824

E_LUMO: 4.18 eV
E_tot: -500080.634 eV
Total charge: -2
Orbital gap: 0.204 hartree

Which charges does Mulliken predict for the atoms? In e, they are:
1. Bi 0.98
2. Se -0.43
3. Se -0.24
4. Te -0.07
5. Se -0.66
6. Se -0.40
7. Se -0.20
8. Se -0.24
9. Se -0.37
10. C -1.01
11. H 0.37
12. H 0.33
13. H 0.14
14. O -0.64
15. H 0.16
16. H 0.31
17. S -0.35
18. C 0.18
19. N 0.15
20. C -0.78
21. C -0.16
22. S -0.23
23. H 0.20
24. H 0.33
25. H 0.21
26. H 0.31
27. H 0.10